(1)
C5H6N | the ωB97M-V functional and the def2-TZVPD basis

```
! RIJCOSX wB97M-V def2-TZVPD def2/J DEFGRID3
* xyz 1 1
C 1.46 -0.27 -0.85
C 0.50 0.20 -0.08
C 2.19 -2.53 -1.89
C 1.75 -1.46 -1.53
C -0.86 -0.13 -0.10
N -1.65 0.62 0.83
H 2.35 0.39 -0.91
H 0.83 1.02 0.55
H 2.45 -3.37 -2.52
H -1.99 -0.11 1.35
H -2.45 0.99 0.42
H -1.32 1.35 1.41
*
```

Output
Orbital gap (eV): 7.53

---

(2)
C5H6N | the ωB97M-V functional and the def2-TZVPD basis

```
! RIJCOSX wB97M-V def2-TZVPD def2/J DEFGRID3
* xyz 1 1
C -0.47 -0.92 0.01
C 1.83 -0.95 0.66
C 0.85 -1.76 -0.12
C 1.11 -0.38 -0.53
C -2.07 2.00 -0.24
N -0.13 0.20 -0.56
H 1.36 -0.51 1.58
H 2.97 -1.06 0.72
H 0.75 -2.74 -0.60
H -2.06 1.70 -1.38
H -1.81 3.03 -0.10
H -2.32 1.39 0.57
*
```

Output
Orbital gap (alpha / beta) (eV): 5.49 / 5.49

---

(3)
C5H6N | the ωB97M-V functional and the def2-TZVPD basis

```
! RIJCOSX wB97M-V def2-TZVPD def2/J DEFGRID3
* xyz 1 1
C -0.03 -0.13 0.86
C 0.09 0.38 2.05
C -0.35 0.81 -1.16
C 0.70 -1.05 -0.14
C -0.09 -0.70 -1.21
N -0.97 0.05 -0.22
H -0.62 1.25 2.30
H 0.82 0.08 2.84
H 0.30 1.61 -1.02
H -1.05 1.07 -2.05
H 1.42 -1.92 -0.28
H -0.22 -1.47 -1.97
*
```

Output
Orbital gap (eV): 9.19

---

(4)
C5H6N | the ωB97M-V functional and the def2-TZVPD basis

```
! RIJCOSX wB97M-V def2-TZVPD def2/J DEFGRID3
* xyz 1 1
C -0.88 -1.04 -0.68
C -0.77 0.19 -1.44
C 0.55 -0.20 1.02
C -0.59 -1.24 0.58
C 0.80 1.02 0.20
N 0.33 1.41 -0.88
H -0.54 -0.02 -2.41
H -1.64 0.81 -1.49
H 0.34 -0.05 1.99
H 1.55 -0.64 1.09
H -0.82 -1.93 1.27
H 1.65 1.68 0.74
*
```

Output
Orbital gap (alpha / beta) (eV): 8.03 / 8.03

---

Calculated ΔE to the lowest compared entry with this formula, charge and spin (kcal/mol), listed in the same order as above: 144.47; 237.87; 125.42; 137.89
Calculated total energy (hartree), listed in the same order as above: -248.38546; -248.23663; -248.41582; -248.39594